No. 1
Molecular formula: C4H8CoO3
Method: DFT, the ωB97M-V functional and the def2-TZVPD basis

```
16
Properties=species:S:1:pos:R:3:forces:R:3
C -1.18181 -0.59546 -2.29581 -0.2 -0.2 -0.2
O -0.58823 0.22849 -1.31178 -0.4 -0.2 -0.5
C 0.57788 0.95305 -1.70042 0.8 -0.2 -0.6
C 1.00962 1.64031 -0.39231 0.0 1.5 -0.3
O 1.99262 2.36414 -0.39293 -1.2 -1.1 0.3
H -2.05160 -1.07317 -1.83235 0.2 0.1 -0.2
H -1.49860 0.01234 -3.15565 0.1 -0.2 0.2
H -0.46970 -1.36627 -2.62464 -0.2 0.2 0.1
H 0.33089 1.68175 -2.49097 0.1 -0.1 0.3
H 1.35723 0.25887 -2.05841 -0.2 0.1 0.0
O -0.03788 -0.41736 1.67742 -0.2 -1.0 0.6
C 0.41387 -0.61760 2.97055 0.2 0.1 0.8
Co -0.74437 0.75867 0.59014 1.2 1.0 0.2
H 1.47502 -0.31674 3.07091 -0.3 -0.2 -0.1
H -0.13624 -0.04525 3.74218 0.0 -0.1 -0.3
H 0.32297 -1.68431 3.25388 0.1 0.3 -0.2
```
Forces are in eV/Å.

Computed properties:
- E_HOMO (spin up / spin down) (eV) = -7.30 / -7.67
- spin multiplicity = 4
- energy above the lowest of the compared OMol25 structures with the same formula, charge and spin (kcal/mol) = 0.0
- total energy (Ha) = -1765.5559

Mulliken population analysis, charges in e, atoms 1 to 2:
1. C -0.6703
2. O -0.2474


No. 2
Molecular formula: C4H8CoO3
Method: DFT, the ωB97M-V functional and the def2-TZVPD basis

```
16
Properties=species:S:1:pos:R:3:forces:R:3
C -3.45562 0.51915 0.20630 -0.5 -0.2 0.3
C -2.54278 0.49156 -0.99906 -1.0 -1.0 0.1
O -1.44797 1.35657 -0.73130 0.2 1.0 -0.2
H -4.47107 0.19861 -0.06136 0.3 0.0 0.0
H -3.06218 -0.12908 1.00193 -0.3 0.2 -0.3
H -3.50479 1.54222 0.60180 -0.1 -0.3 -0.2
H -3.06179 0.84120 -1.90614 0.5 0.2 0.3
H -2.15646 -0.52122 -1.18884 -0.1 0.2 0.0
O 1.48149 -0.57377 -0.26680 0.7 -1.6 0.0
Co 0.40732 0.87691 -0.34046 -0.5 1.5 0.0
O -1.04963 1.23072 0.66910 0.3 0.1 -0.1
C 1.47484 -1.56887 0.49980 1.2 -0.3 0.4
C 2.06600 -2.79746 0.10140 0.1 0.1 0.2
H 1.90848 -3.69415 0.69895 0.1 0.2 -0.2
H 1.18395 -1.44765 1.55507 -0.5 -0.1 -0.4
H 2.76796 -2.80814 -0.73314 -0.4 -0.1 0.0
```
Forces are in eV/Å.

Computed properties:
- E_HOMO (spin up / spin down) (eV) = -13.81 / -14.12
- spin multiplicity = 5
- charge = +1
- energy above the lowest of the compared OMol25 structures with the same formula, charge and spin (kcal/mol) = 33.9
- total energy (Ha) = -1765.2295

Mulliken population analysis, charges in e, atoms 1 to 2:
1. C -1.0388
2. C 0.0403


No. 3
Molecular formula: C4H8CsO
Method: DFT, the ωB97M-V functional and the def2-TZVPD basis

```
14
Properties=species:S:1:pos:R:3:forces:R:3
Cs -2.96069 -4.45457 24.48953 0.0 -0.1 0.1
C -3.51482 -11.05406 26.96098 2.1 0.1 -0.6
C -1.97877 -11.05053 26.52799 -1.3 -0.6 -1.3
C -1.76507 -9.62016 26.11529 -0.9 -0.9 0.9
O -2.48816 -8.96817 27.16275 -0.1 2.2 0.4
C -3.52650 -9.73974 27.74779 -0.1 -2.4 -0.2
H -3.68774 -12.02835 27.41810 -0.5 0.5 0.5
H -4.20809 -10.90276 26.13358 0.4 -0.5 -0.5
H -1.85185 -11.75330 25.70452 0.3 -0.1 0.1
H -1.28745 -11.26382 27.34327 -0.3 -0.3 0.1
H -2.23042 -9.40403 25.15360 0.1 0.1 -0.3
H -0.71070 -9.34459 26.13639 -0.2 0.4 0.1
H -4.54234 -9.36055 27.63643 0.3 0.9 0.3
H -3.31083 -10.04937 28.77040 0.1 0.9 0.3
```
Forces are in eV/Å.

Computed properties:
- E_HOMO (eV) = -12.13
- spin multiplicity = 1
- charge = +1
- energy above the lowest of the compared OMol25 structures with the same formula, charge and spin (kcal/mol) = 22.7
- total energy (Ha) = -252.3459

Mulliken population analysis, charges in e, atoms 1 to 2:
1. Cs 0.9988
2. C -0.6064


No. 4
Molecular formula: C4H8F12LiN2O12S4
Method: DFT, the ωB97M-V functional and the def2-TZVPD basis

```
43
Properties=species:S:1:pos:R:3:forces:R:3
Li -1.13561 1.46348 -1.10436 -0.1 -0.6 -1.1
C -3.32028 2.79707 1.25530 0.4 -1.1 1.1
F -4.42016 2.56500 2.07217 1.6 -0.1 -1.7
F -3.61498 2.62076 -0.05209 -0.4 0.1 1.3
F -2.93878 4.02792 1.46301 -0.1 0.4 -0.2
S -1.82283 1.61565 1.83816 1.3 2.1 2.0
O -1.40137 2.18190 3.13327 -1.6 -0.7 -2.5
O -2.25689 0.26870 1.78052 -0.8 -0.3 -0.4
N -0.54178 1.92746 0.66091 -1.4 -2.2 2.7
S 0.74363 1.12806 1.32533 3.5 -1.9 -0.6
O 0.50754 0.17907 2.38813 -0.8 1.5 -0.4
O 1.64977 0.54864 0.31764 -1.6 2.2 0.5
C 1.74072 2.57303 2.15414 0.1 -3.2 1.8
F 2.80241 2.02325 2.82673 -0.9 0.0 -0.6
F 2.24913 3.41524 1.32884 0.0 1.6 -1.4
F 0.96871 3.12442 3.07742 0.1 0.8 -0.3
C 2.72125 -5.68671 1.18746 0.3 -0.3 0.6
F 1.49693 -6.21119 0.94014 1.5 0.1 -0.2
F 2.65131 -5.18675 2.44571 0.3 -0.2 -1.0
F 3.70784 -6.67791 1.19690 -1.8 1.3 -0.1
S 3.23373 -4.35504 -0.09562 0.5 -0.6 -0.5
O 4.45455 -3.76488 0.39599 -1.1 0.2 0.7
O 3.46717 -5.11911 -1.33391 -1.1 1.0 2.0
N 1.82125 -3.30984 0.04650 2.6 -2.0 -0.8
S 1.34073 -3.36471 -1.47005 1.1 2.7 -2.6
O 2.26798 -2.66206 -2.41145 -2.2 -0.7 1.8
O 0.89686 -4.64313 -1.90309 -1.2 -0.8 -0.4
C -0.31462 -2.33099 -1.40323 2.6 -0.1 -0.4
F -1.04710 -2.79965 -0.44148 -1.4 -0.6 0.4
F -0.07936 -1.01538 -1.05170 -0.6 -1.1 -1.5
F -0.92682 -2.51647 -2.63130 0.5 1.1 1.9
O 0.53964 1.63633 -2.29121 -0.4 0.2 0.0
H 0.82910 2.06439 -3.09694 -0.1 0.1 -0.2
H 1.32793 1.21785 -1.94523 0.3 -0.5 0.6
O -2.28370 2.88525 -2.30928 0.3 -0.4 -0.2
H -3.13187 3.27517 -2.52091 -0.2 0.0 0.1
H -1.66016 3.60656 -2.39389 0.4 0.4 0.2
O -2.80579 0.14373 -1.13588 0.2 0.4 -0.3
H -3.09885 -0.75605 -0.99193 0.3 -0.4 0.2
H -3.60013 0.61868 -1.38014 -0.2 0.2 -0.1
O -0.54089 4.29378 -0.26507 -0.2 1.6 -1.0
H -0.47113 3.39365 0.05296 0.2 -0.5 0.4
H -0.00507 4.80483 0.34153 0.1 0.2 0.1
```
Forces are in eV/Å.

Computed properties:
- E_HOMO (eV) = -6.19
- spin multiplicity = 1
- charge = -1
- energy above the lowest of the compared OMol25 structures with the same formula, charge and spin (kcal/mol) = 82.8
- total energy (Ha) = -3968.3422

Mulliken population analysis, charges in e, atoms 1 to 2:
1. Li 0.9761
2. C 0.5130


No. 5
Molecular formula: C4H8F2
Method: DFT, the ωB97M-V functional and the def2-TZVPD basis

```
14
Properties=species:S:1:pos:R:3:forces:R:3
C 0.11022 0.26877 -1.49541 -2.4 -0.1 -1.2
C -0.76211 -0.58234 -0.58207 0.0 -0.3 0.4
C -0.24285 -0.57495 0.88964 -2.5 -1.7 -0.1
C 0.67543 0.48654 1.20958 -0.7 2.0 1.7
H 1.09176 0.17394 -1.25373 2.9 -0.3 0.6
H 0.01589 0.08411 -2.57044 -0.4 -0.2 0.2
H -0.94870 -1.62619 -0.90741 0.5 0.6 -0.2
H -1.74989 -0.13228 -0.59183 -0.2 0.2 0.0
H 0.15952 -1.52375 1.24502 0.2 -0.2 -0.5
H -1.13739 -0.45219 1.53433 0.4 0.1 -0.2
H 0.85814 0.54637 2.27743 -0.3 0.1 0.4
H 0.23795 1.44037 0.87525 0.6 -0.1 0.0
F -0.19811 1.62721 -1.31473 -0.2 0.0 0.0
F 1.89015 0.26437 0.68436 2.1 -0.1 -1.2
```
Forces are in eV/Å.

Computed properties:
- E_HOMO (eV) = -11.08
- spin multiplicity = 1
- SMILES = FCCCCF
- energy above the lowest of the compared OMol25 structures with the same formula, charge and spin (kcal/mol) = 27.9
- total energy (Ha) = -356.9091

Mulliken population analysis, charges in e, atoms 1 to 2:
1. C -0.4764
2. C -0.5167


No. 6
Molecular formula: C4H8FIO
Method: DFT, the ωB97M-V functional and the def2-TZVPD basis

```
15
Properties=species:S:1:pos:R:3:forces:R:3
C -1.02798 0.88618 -0.03713 -1.0 0.5 1.3
C 0.70686 -1.55848 0.13562 -0.4 -2.5 0.3
C 0.41628 0.83089 -0.37127 3.1 3.4 -0.6
C 1.23745 -0.20364 0.43770 -0.6 0.3 -1.1
O 1.12228 2.29384 0.05069 0.4 -4.6 -2.8
F 1.09064 -0.02074 1.77603 -0.1 0.6 0.5
I 3.38762 -0.00451 0.02646 -0.8 -0.2 0.0
H -1.52469 1.95706 -0.06019 1.1 -2.2 -0.2
H -1.47395 0.21568 -0.81960 -0.4 0.6 1.3
H -1.02590 0.50342 1.04338 -1.1 0.4 -1.5
H 0.91904 -1.96072 -0.80405 1.1 0.2 -2.1
H -0.39127 -1.73585 0.04294 0.5 0.8 1.2
H 1.18536 -2.36880 0.72553 -0.5 0.8 0.4
H 0.50543 0.62534 -1.50329 0.7 0.7 1.8
H 0.42006 2.66642 0.50703 -2.0 1.3 1.5
```
Forces are in eV/Å.

Computed properties:
- E_HOMO (eV) = -9.45
- spin multiplicity = 1
- SMILES = C[C@@H](O)[C@](C)(F)I
- energy above the lowest of the compared OMol25 structures with the same formula, charge and spin (kcal/mol) = 28.0
- total energy (Ha) = -629.9380

Mulliken population analysis, charges in e, atoms 1 to 2:
1. C -1.3008
2. C -1.3680


Question: The highest total energy belongs to which entry?
Answer: C4H8CsO